# 1
This record from OMol25 describes a molecular structure, C30H38B2BrF4LaN9O8S2. The level of theory is ωB97M-V/def2-TZVPD.

Output
- E: -6112.0558 a.u.
- Relative energy (zero: lowest compared OMol25 entry of this formula, charge and spin): 2.1676 eV
- Net charge: +1
- Orbital gap: 8.050 eV

Positions of all 95 atoms, in Å:
La (0.791, -0.397, -0.108)
Br (-0.701, -4.156, 6.413)
S (3.052, 2.606, 3.313)
S (-0.429, 3.616, -0.885)
F (3.707, -3.659, 1.107)
F (4.747, -2.738, -0.732)
F (0.150, 2.740, -4.011)
F (1.771, 1.085, -4.006)
O (-0.387, -2.483, 0.236)
O (-0.587, 2.009, -0.456)
O (3.540, -1.392, 0.765)
O (0.539, -1.412, 1.921)
O (2.431, -3.137, -0.753)
O (-1.825, 0.515, 0.578)
O (1.405, 2.412, -2.098)
O (-0.318, 0.747, -2.935)
N (1.276, 2.455, 1.509)
N (1.599, 1.161, 1.780)
N (2.937, -0.105, 3.238)
N (-4.389, -0.472, -0.120)
N (0.207, -0.436, -2.433)
N (3.170, -0.379, -0.074)
N (2.060, 1.533, -1.267)
N (1.828, -2.184, -1.489)
N (-2.589, -1.533, -1.394)
C (-4.559, -1.944, -0.028)
C (-2.476, 2.859, 0.520)
C (-4.479, -0.016, -1.534)
C (-3.389, -2.596, -0.801)
C (-2.498, 5.246, 0.103)
C (4.169, 2.588, -1.971)
C (-0.821, -5.729, 4.038)
C (-0.011, -2.448, 1.440)
C (-0.267, -3.613, 2.333)
C (-3.695, 5.318, 0.779)
C (-3.675, 2.952, 1.238)
C (-0.494, -4.880, 1.810)
C (5.360, 0.706, 0.166)
C (-1.666, 1.701, 0.267)
C (3.335, 1.603, -1.228)
C (1.676, 4.800, 2.095)
C (0.293, -1.368, -4.712)
C (-4.285, 4.177, 1.347)
C (-0.762, -5.935, 2.666)
C (-0.590, -4.460, 4.544)
C (0.563, -1.361, -3.249)
C (3.963, 0.587, -0.335)
C (1.256, -2.505, -2.591)
C (1.920, 3.330, 2.189)
C (-3.353, -0.725, -2.331)
C (-0.299, -3.399, 3.707)
C (1.271, -3.859, -3.217)
C (-1.888, 3.998, -0.041)
C (2.505, 1.050, 2.730)
C (0.350, 5.170, 2.774)
B (3.628, -2.757, 0.083)
B (0.761, 1.737, -3.309)
H (-0.435, -5.026, 0.739)
H (0.106, 6.217, 2.596)
H (-2.739, -3.148, -0.125)
H (6.066, 0.708, -0.664)
H (3.723, -0.136, 3.860)
H (1.632, 5.066, 1.038)
H (-0.452, 4.546, 2.378)
H (2.655, -0.957, 2.772)
H (-5.222, 4.276, 1.877)
H (-0.100, -2.409, 4.092)
H (-5.460, -0.282, -1.923)
H (5.064, 2.117, -2.373)
H (5.492, 1.633, 0.727)
H (-4.189, 6.274, 0.890)
H (-3.811, -1.323, -3.132)
H (0.409, 5.011, 3.851)
H (3.586, 3.018, -2.781)
H (-4.374, 1.068, -1.556)
H (2.497, 5.348, 2.558)
H (1.943, -3.865, -4.077)
H (-0.183, -0.438, -5.005)
H (-4.088, 2.072, 1.716)
H (-0.931, -6.926, 2.269)
H (-5.521, -2.214, -0.461)
H (-5.059, 0.018, 0.467)
H (-3.792, -3.292, -1.549)
H (-1.047, -6.548, 4.707)
H (1.221, -1.484, -5.272)
H (-4.556, -2.231, 1.022)
H (-1.748, -1.909, -1.803)
H (-2.031, 6.133, -0.305)
H (0.278, -4.146, -3.563)
H (4.474, 3.394, -1.300)
H (5.574, -0.148, 0.804)
H (-0.355, -2.212, -4.961)
H (-2.681, -0.003, -2.793)
H (-3.409, -0.243, 0.191)
H (1.636, -4.580, -2.490)

Atom charges from the Löwdin analysis, given in e for atoms 1 to 2:
1. La 2.168
2. Br 0.748

# 2
This record from OMol25 describes 4 unconnected molecules or ions with the total composition C32H64BrFN4O3. The level of theory is ωB97M-V/def2-TZVPD.

Output
- E: -4375.8605 a.u.
- Expectation value of S²: 3.762
- Net charge: +1
- 2S+1: 4
- Orbital gap (spin up / spin down): 5.804 / 6.788 eV

Positions of all 105 atoms, in Å:
Br (-6.141, 3.262, -3.232)
F (-7.311, 7.675, -5.743)
O (2.170, -3.783, 0.685)
O (-1.666, 0.450, 0.888)
O (2.175, 0.734, 4.672)
N (2.347, 1.860, 4.076)
N (-4.947, 5.780, -3.386)
N (2.482, -4.962, 1.087)
N (-1.646, 0.256, -0.382)
C (-0.426, -1.791, 0.298)
C (3.754, 1.230, 2.100)
C (1.101, 3.647, 2.821)
C (5.005, -5.870, -0.096)
C (3.926, -6.169, 2.756)
C (3.699, -5.913, -0.888)
C (1.255, -5.607, -0.971)
C (-5.025, 7.091, -5.548)
C (3.708, 1.931, 3.466)
C (-0.122, 1.855, 3.931)
C (-6.923, 5.597, -4.693)
C (-5.710, 4.844, -4.245)
C (2.126, -7.365, 0.504)
C (-3.937, -1.351, -1.252)
C (-4.446, 6.985, -4.141)
C (-1.415, -1.188, -0.692)
C (-2.641, 1.120, -2.520)
C (2.418, -5.938, -0.042)
C (3.694, -3.743, 2.861)
C (-3.001, 2.313, -0.424)
C (-6.464, 6.607, -5.744)
C (3.746, -4.912, 1.884)
C (-4.090, 0.090, -0.770)
C (4.167, 3.413, 3.360)
C (1.251, 1.329, 1.915)
C (-0.746, -1.332, -2.089)
C (4.734, 1.244, 4.362)
C (-2.826, 0.914, -1.005)
C (-2.714, -2.002, -0.607)
C (1.178, 2.153, 3.194)
C (4.954, -4.771, 0.961)
C (2.573, 1.525, 1.176)
H (1.913, 3.983, 2.182)
H (2.612, 0.851, 0.316)
H (4.796, -6.042, 3.400)
H (3.789, 0.148, 2.260)
H (-2.620, 0.198, -3.094)
H (-4.203, 5.298, -2.877)
H (-0.169, 2.400, 4.875)
H (0.491, -1.202, 0.349)
H (5.835, -5.680, -0.779)
H (4.957, 3.630, 4.079)
H (4.571, -3.769, 3.506)
H (1.413, -4.679, -1.520)
H (3.700, -6.778, -1.553)
H (1.148, -6.409, -1.701)
H (0.318, -5.522, -0.416)
H (2.181, -7.426, 1.587)
H (5.208, -6.842, 0.362)
H (3.675, -5.031, -1.538)
H (-0.713, -0.401, -2.648)
H (2.810, -8.109, 0.094)
H (-4.333, 0.086, 0.297)
H (-7.337, 6.169, -3.869)
H (4.552, 3.654, 2.367)
H (-0.967, 2.163, 3.316)
H (-3.378, 6.906, -4.223)
H (3.378, 4.122, 3.591)
H (4.688, 1.492, 1.601)
H (-1.724, 1.677, -2.726)
H (-4.830, -1.919, -0.987)
H (2.647, 2.538, 0.770)
H (5.731, 1.431, 3.962)
H (-2.948, -2.181, 0.447)
H (0.296, -1.636, -1.991)
H (-3.866, -1.393, -2.342)
H (-3.807, 2.828, -0.953)
H (-4.935, 0.567, -1.276)
H (-0.158, -2.797, -0.021)
H (0.177, 3.834, 2.273)
H (-3.475, 1.706, -2.913)
H (1.113, -7.679, 0.257)
H (-3.264, 2.294, 0.632)
H (5.867, -4.784, 1.559)
H (-2.087, 2.900, -0.539)
H (4.591, 0.166, 4.405)
H (3.690, -2.779, 2.353)
H (2.808, -3.801, 3.493)
H (-0.836, -1.866, 1.304)
H (3.060, -6.319, 3.401)
H (4.694, 1.635, 5.379)
H (-7.689, 4.941, -5.063)
H (4.926, -3.797, 0.463)
H (0.417, 1.592, 1.265)
H (-6.513, 6.104, -6.699)
H (-2.543, -2.984, -1.048)
H (1.128, 0.268, 2.152)
H (-0.242, 0.794, 4.141)
H (-4.382, 6.539, -6.211)
H (-5.609, 6.097, -2.676)
H (-4.630, 7.858, -3.546)
H (4.096, -7.079, 2.186)
H (1.083, 4.269, 3.718)
H (-4.986, 8.116, -5.864)
H (-1.248, -2.076, -2.710)
H (-5.129, 4.519, -5.087)

Atom charges from the Löwdin analysis, given in e for atoms 1 to 2:
1. Br 0.855
2. F 0.036

# 3
This record from OMol25 describes a molecular structure, C26H41HgNO34PS6. The level of theory is ωB97M-V/def2-TZVPD.

Output
- E: -6512.0681 a.u.
- Relative energy (zero: lowest compared OMol25 entry of this formula, charge and spin): 0.3069 eV
- Net charge: -1
- Orbital gap: 7.384 eV

Positions of all 110 atoms, in Å:
Hg (17.667, 36.334, -13.606)
S (14.620, 42.221, -12.489)
S (19.834, 42.286, -9.457)
S (23.628, 38.901, -18.260)
S (23.740, 36.503, -11.704)
S (23.484, 42.982, -15.407)
S (17.549, 39.710, -19.967)
P (18.722, 38.517, -14.251)
O (24.499, 36.771, -10.544)
O (22.290, 35.938, -11.230)
O (15.652, 42.129, -13.732)
O (23.131, 37.888, -12.207)
O (23.335, 40.309, -18.233)
O (22.899, 42.761, -13.908)
O (15.355, 36.056, -13.733)
O (15.347, 40.998, -11.745)
O (22.749, 43.998, -16.112)
O (19.410, 39.851, -14.529)
O (18.633, 47.112, -16.839)
O (22.543, 38.132, -19.169)
O (20.594, 43.441, -9.112)
O (16.817, 39.778, -21.194)
O (19.423, 41.320, -8.458)
O (18.986, 39.580, -19.996)
O (17.663, 47.386, -14.935)
O (24.922, 43.088, -15.327)
O (24.987, 38.491, -18.476)
O (20.618, 41.501, -10.637)
O (19.346, 37.188, -14.748)
O (18.607, 38.108, -12.727)
O (16.938, 38.526, -19.049)
O (23.016, 38.358, -16.858)
O (13.311, 41.855, -12.983)
O (13.230, 36.302, -13.130)
O (14.790, 43.442, -11.767)
O (18.565, 42.644, -10.420)
O (17.220, 38.279, -14.694)
O (17.067, 40.858, -18.967)
O (16.683, 36.247, -11.331)
O (23.029, 41.509, -15.917)
O (17.403, 35.486, -9.358)
O (24.209, 35.716, -12.807)
N (18.234, 46.702, -15.765)
C (17.979, 35.996, -8.155)
C (19.713, 40.849, -11.541)
C (17.019, 38.920, -17.662)
C (15.637, 39.988, -12.693)
C (18.365, 41.524, -11.291)
C (17.810, 37.524, -8.226)
C (21.313, 36.366, -12.173)
C (18.811, 42.580, -15.007)
C (11.986, 36.797, -13.647)
C (19.439, 43.204, -16.077)
C (17.174, 36.450, -10.249)
C (21.737, 37.810, -12.549)
C (14.249, 36.446, -13.977)
C (22.368, 40.766, -14.920)
C (22.757, 41.401, -13.588)
C (17.672, 37.769, -9.719)
C (18.443, 45.292, -15.465)
C (13.803, 37.232, -15.224)
C (17.712, 44.685, -14.455)
C (19.288, 44.566, -16.306)
C (17.905, 43.326, -14.245)
C (16.681, 40.409, -17.654)
C (15.936, 40.745, -14.007)
C (12.367, 37.598, -14.883)
C (21.321, 38.130, -18.488)
C (21.639, 37.984, -16.996)
H (21.272, 40.809, -14.937)
H (17.436, 35.635, -7.284)
H (16.444, 39.303, -12.419)
H (17.591, 40.889, -10.860)
H (17.155, 38.668, -10.052)
H (20.157, 42.674, -16.691)
H (16.214, 38.374, -17.186)
H (11.378, 35.947, -13.960)
H (15.640, 40.583, -17.384)
H (21.556, 38.046, -13.597)
H (14.811, 39.290, -12.860)
H (13.996, 36.617, -16.105)
H (21.611, 36.937, -16.691)
H (19.614, 39.813, -11.222)
H (18.610, 37.948, -10.264)
H (17.344, 40.999, -17.022)
H (14.434, 38.097, -15.427)
H (20.944, 38.507, -16.349)
H (20.079, 40.909, -12.562)
H (20.774, 39.064, -18.623)
H (17.979, 38.806, -17.164)
H (16.989, 40.729, -14.268)
H (17.918, 42.030, -12.151)
H (16.888, 37.755, -7.695)
H (15.199, 40.406, -14.732)
H (21.234, 38.607, -12.008)
H (23.577, 40.977, -13.000)
H (17.392, 42.863, -13.410)
H (19.935, 45.069, -17.006)
H (21.920, 41.391, -12.881)
H (20.303, 36.414, -11.769)
H (18.662, 38.010, -7.757)
H (22.538, 39.697, -15.034)
H (20.662, 37.321, -18.797)
H (18.975, 41.548, -14.715)
H (12.260, 38.668, -14.697)
H (17.029, 45.285, -13.872)
H (21.279, 35.629, -12.976)
H (11.487, 37.369, -12.872)
H (19.024, 35.711, -8.035)
H (11.711, 37.414, -15.736)

Atom charges from the Löwdin analysis, given in e for atoms 1 to 2:
1. Hg 1.280
2. S 0.652